1 | Molecular formula: C16H23N3O2
Method: DFT, the ωB97M-V functional and the def2-TZVPD basis

As for the SMILES: COc1ccc(NCC(=O)N/N=C2\CCC[C@@H](C)C2)cc1. The HOMO-LUMO gap comes out at 8.5 eV. Its charge is 0.

XYZ file:
```
44
C16H23N3O2 the ωB97M-V functional and the def2-TZVPD basis
C -1.65252 -4.35899 0.47858
O -1.91103 -3.41246 -0.52726
C -2.09695 -2.10920 -0.15757
C -2.35859 -1.21135 -1.19253
C -2.53198 0.13218 -0.93975
C -2.44557 0.63336 0.36527
N -2.64697 1.97619 0.65746
C -2.11617 3.02836 -0.18793
C -0.58931 3.16810 -0.04007
O -0.05822 4.14168 0.43413
N 0.05973 2.04578 -0.45972
N 1.39473 1.87894 -0.27953
C 1.94072 0.75778 -0.50667
C 1.24446 -0.50301 -0.95596
C 2.16553 -1.71042 -0.80432
C 2.82318 -1.66220 0.57131
C 3.77034 -0.45523 0.70905
C 5.22780 -0.87024 0.52199
C 3.41565 0.64999 -0.30294
C -2.20711 -0.27688 1.39398
C -2.03784 -1.62730 1.14448
H -0.72396 -4.13448 1.01505
H -1.54807 -5.31368 -0.03453
H -2.47843 -4.42312 1.19466
H -2.42055 -1.59388 -2.19892
H -2.75243 0.79437 -1.76338
H -2.50768 2.18074 1.63914
H -2.37728 2.83611 -1.22985
H -2.57076 3.97345 0.11599
H -0.49784 1.27045 -0.81614
H 0.34955 -0.66173 -0.34429
H 0.91606 -0.39868 -1.99547
H 2.92950 -1.71098 -1.58305
H 1.58240 -2.62712 -0.91313
H 2.03334 -1.59763 1.32377
H 3.37677 -2.58444 0.75450
H 3.65966 -0.03993 1.71517
H 5.36800 -1.34886 -0.44520
H 5.87974 -0.00127 0.57313
H 5.52927 -1.57008 1.29828
H 3.80148 1.61183 0.03143
H 3.87669 0.41223 -1.26541
H -2.15021 0.08158 2.41218
H -1.85055 -2.28806 1.97606
```

2 | Molecular formula: C16H23N3O2
Method: DFT, the ωB97M-V functional and the def2-TZVPD basis

As for the SMILES: [H]/N=c1\n(CCC)c2ccccc2n1CC(=O)OCCCC. The HOMO-LUMO gap comes out at 8.4 eV. Its charge is 0.

XYZ file:
```
44
C16H23N3O2 the ωB97M-V functional and the def2-TZVPD basis
H -1.84815 3.24601 1.13905
N -1.02029 3.17905 0.56205
C -0.97887 2.17455 -0.21059
N -1.88095 1.13813 -0.43320
C -3.04057 0.85659 0.36892
C -2.75766 -0.20449 1.44032
C -1.71648 0.26095 2.45063
C -1.34829 0.27374 -1.36918
C -1.82170 -0.90749 -1.90514
C -1.02163 -1.55681 -2.83740
C 0.20892 -1.04470 -3.21688
C 0.69013 0.14544 -2.68576
C -0.10388 0.79704 -1.76465
N 0.08063 1.97547 -1.07491
C 1.32201 2.67596 -0.94187
C 2.38966 1.79815 -0.29387
O 3.56687 1.88448 -0.51969
O 1.83238 0.93677 0.55334
C 2.67831 -0.02420 1.18494
C 2.66209 -1.34128 0.41183
C 1.27878 -1.99307 0.37400
C 0.87627 -2.61287 1.70664
H -3.84508 0.51574 -0.29108
H -3.36236 1.78846 0.84331
H -3.69405 -0.43575 1.95190
H -2.40518 -1.11456 0.95049
H -1.53071 -0.51928 3.18493
H -0.77744 0.49824 1.95516
H -2.05979 1.15018 2.97543
H -2.77554 -1.31909 -1.61399
H -1.36714 -2.48351 -3.26992
H 0.80750 -1.57995 -3.93806
H 1.65077 0.54047 -2.97737
H 1.69172 3.02558 -1.91000
H 1.12648 3.53540 -0.29187
H 2.28318 -0.14863 2.19465
H 3.69583 0.37642 1.23188
H 3.38236 -2.01952 0.87240
H 2.99227 -1.13731 -0.60903
H 1.28088 -2.76953 -0.39360
H 0.54200 -1.24506 0.07773
H -0.09539 -3.09310 1.61801
H 1.60195 -3.36330 2.01348
H 0.81016 -1.85934 2.48696
```

The structure with the least stability is 1.

1 | Molecular formula: C5H9I2N2
Method: DFT, the ωB97M-V functional and the def2-TZVPD basis

The HOMO-LUMO gap comes out at 9.3 eV. Its charge is +1.

XYZ file:
```
18
C5H9I2N2 the ωB97M-V functional and the def2-TZVPD basis
I -0.35979 -1.50945 0.11547
I -3.87262 -1.66766 0.46698
C -2.20999 -3.34172 -1.43504
C -2.09838 -2.74104 -0.04937
H -2.32201 -2.55577 -2.20078
H -3.08607 -4.00991 -1.48592
H -1.30531 -3.92970 -1.66412
H -1.98449 -3.50796 0.74356
C -2.93554 2.23828 2.87875
C -2.20302 3.05190 3.70173
C -0.89963 1.36317 3.07142
N -2.10292 1.21053 2.51019
N -0.95677 2.48356 3.79787
H -3.96697 2.31144 2.53392
H -2.46929 3.97501 4.21658
H -0.03971 0.70293 2.95871
H -2.35702 0.42280 1.88712
H -0.16450 2.85811 4.35042
```

2 | Molecular formula: C5H9I2N2
Method: DFT, the ωB97M-V functional and the def2-TZVPD basis

The HOMO-LUMO gap comes out at 9.5 eV. Its charge is +1.

XYZ file:
```
18
C5H9I2N2 the ωB97M-V functional and the def2-TZVPD basis
I -1.94003 -0.94401 -0.78896
I -0.06966 2.03789 -1.10294
C -2.57156 1.34832 -2.66803
C -1.99781 1.13428 -1.28299
H -1.94083 0.87171 -3.43721
H -2.63652 2.42769 -2.88561
H -3.58466 0.91607 -2.72644
H -2.61114 1.60283 -0.48664
C 2.47816 -0.17951 1.02133
C 2.82218 -1.10439 1.97113
C 0.63945 -1.29582 1.58778
N 1.12928 -0.32546 0.81018
N 1.66754 -1.77258 2.29629
H 3.07982 0.55767 0.48965
H 3.78325 -1.33333 2.43160
H -0.39615 -1.63258 1.63492
H 0.55950 0.22974 0.14656
H 1.58923 -2.53854 2.98944
```

The structure with the least stability is 2.

1 | Molecular formula: C5H7N3O2
Method: DFT, the ωB97M-V functional and the def2-TZVPD basis

The HOMO-LUMO gap comes out at 9.8 eV. Its charge is 0.

XYZ file:
```
17
C5H7N3O2 the ωB97M-V functional and the def2-TZVPD basis
C 3.40834 2.97630 -0.80126
C 4.11520 -1.31801 0.83577
C 0.09686 -0.82946 -0.62111
C -0.24057 0.88647 1.22962
C 0.76591 0.04937 0.40634
N 2.75481 2.20107 -1.40870
N 1.82127 1.26569 -1.25713
N 1.70318 1.01796 -0.03457
O 3.40125 -2.12309 0.40562
O 4.91955 -0.59231 1.24874
H -0.36652 -0.08066 -1.22297
H 1.02612 -1.34206 -1.03205
H -0.52712 -1.53155 -0.13659
H -0.88434 0.25311 1.76877
H -0.80861 1.47286 0.62153
H 0.30413 1.39542 2.04771
H 1.26020 -0.59810 1.03396
```

2 | Molecular formula: C5H7N3O2
Method: DFT, the ωB97M-V functional and the def2-TZVPD basis

As for the SMILES: CNc1cnc(C#N)o1.O. The HOMO-LUMO gap comes out at 8.7 eV. Its charge is 0.

XYZ file:
```
17
C5H7N3O2 the ωB97M-V functional and the def2-TZVPD basis
C -2.94523 -0.42701 -0.78621
N -1.96896 0.58475 -0.44092
C -0.66697 0.33031 -0.27929
C 0.46818 1.12936 -0.22008
N 1.54719 0.31160 -0.38087
C 1.10328 -0.90607 -0.24703
C 1.80496 -2.00891 0.32574
N 2.32201 -2.73932 1.07155
O -0.25976 -0.95104 -0.29808
H -2.70260 -0.90831 -1.74470
H -3.00217 -1.20238 -0.00932
H -3.92334 0.05676 -0.87252
H -2.26467 1.54271 -0.32339
H 0.54645 2.16056 0.11072
O 3.66948 1.15951 1.33447
H 3.01211 1.10219 0.61770
H 3.26005 0.76529 2.14223
```

3 | Molecular formula: C5H7N3O2
Method: DFT, the ωB97M-V functional and the def2-TZVPD basis

As for the SMILES: [H]/N=C/C=C\NC(=O)C(N)=O. The HOMO-LUMO gap comes out at 9.0 eV. Its charge is 0.

XYZ file:
```
17
C5H7N3O2 the ωB97M-V functional and the def2-TZVPD basis
H 3.34016 -1.73926 0.24496
N 2.68069 -1.02727 0.21863
C 2.97586 0.12475 -0.12730
C 1.96856 1.16123 -0.02862
C 0.59807 0.94137 0.13109
N 0.19500 -0.39361 0.29827
C -1.18687 -0.76221 0.22369
O -1.51758 -1.92163 0.40165
C -2.50676 0.31199 0.15726
N -3.46712 -0.29464 -0.47156
O -2.46374 1.44444 0.46851
H 3.93106 0.52229 -0.30178
H 2.37031 2.06785 -0.33786
H -0.17637 1.70553 0.06454
H 0.90321 -1.07564 0.69725
H -3.35508 -1.22945 -0.90295
H -4.28942 0.16426 -0.73580
```

The structure with the least stability is 1.

1 | Molecular formula: C3H11NO
Method: DFT, the ωB97M-V functional and the def2-TZVPD basis

As for the SMILES: CC(C)N.O. The HOMO-LUMO gap comes out at 9.7 eV. Its charge is 0.

XYZ file:
```
16
C3H11NO the ωB97M-V functional and the def2-TZVPD basis
C 0.65299 -0.37676 -0.52187
C 1.48303 0.55186 0.33869
C 2.85611 0.98119 -0.04471
N 1.42379 -0.22177 1.58141
H 0.30211 0.11326 -1.47014
H -0.39289 -0.59132 -0.02149
H 1.33184 -1.30407 -0.84465
H 0.89697 1.46329 0.63319
H 3.38358 1.87926 0.60025
H 2.82077 1.35866 -1.06842
H 3.63590 0.14945 0.04516
H 2.34544 -0.39353 2.09634
H 0.88132 -1.10313 1.42541
O -7.49692 -0.93689 -1.16443
H -7.53967 -0.30337 -0.38045
H -6.58436 -1.26612 -1.20431
```

2 | Molecular formula: C3H11NO
Method: DFT, the ωB97M-V functional and the def2-TZVPD basis

As for the SMILES: CNC.CO. The HOMO-LUMO gap comes out at 10.3 eV. Its charge is 0.

XYZ file:
```
16
C3H11NO the ωB97M-V functional and the def2-TZVPD basis
C 0.15262 0.60807 2.05108
N 0.15214 0.37916 0.61988
C 1.47012 0.58040 0.03850
H -0.79703 0.32297 2.52179
H 0.37686 1.63437 2.34573
H 0.90168 -0.00039 2.51738
H -0.49099 1.02713 0.19646
H 2.15995 -0.19453 0.32637
H 1.39364 0.52402 -1.05536
H 1.89201 1.57172 0.24900
C -1.22416 -0.99588 -2.00035
O -1.50789 -1.62585 -0.76743
H -1.92510 -0.17503 -2.18913
H -1.31694 -1.75919 -2.76837
H -0.16889 -0.70801 -2.06566
H -1.06802 -1.18894 -0.01989
```

The structure with the least stability is 1.

1 | Molecular formula: C3H11NO
Method: DFT, the ωB97M-V functional and the def2-TZVPD basis

The HOMO-LUMO gap comes out at 4.5 eV. Its charge is 0.

XYZ file:
```
16
C3H11NO the ωB97M-V functional and the def2-TZVPD basis
C 0.48822 2.30445 -1.95346
O -0.22436 2.28390 -0.86152
H 0.90621 1.37888 -2.43116
H -0.01330 2.99305 -2.77146
H 1.39799 2.99875 -1.63974
C 1.03496 -1.49598 1.60312
N -0.21272 -0.99189 0.92252
C -1.16551 -1.90782 0.30851
H 1.76038 -0.67737 1.74836
H 0.83267 -1.85525 2.56264
H 1.58726 -2.27231 1.09813
H -0.00009 -0.33572 0.19494
H -0.81212 -0.57712 1.71404
H -0.63468 -2.56632 -0.47298
H -1.98134 -1.27948 -0.22678
H -1.90512 -2.53900 0.90947
```

2 | Molecular formula: C3H11NO
Method: DFT, the ωB97M-V functional and the def2-TZVPD basis

As for the SMILES: CN(C)C.O. The HOMO-LUMO gap comes out at 8.9 eV. Its charge is 0.

XYZ file:
```
16
C3H11NO the ωB97M-V functional and the def2-TZVPD basis
C -1.26743 -0.39466 0.99758
N -0.40531 -1.24068 0.14310
C 0.16670 -2.44645 0.68934
C -0.83330 -1.30216 -1.26300
H -0.64835 0.49892 1.35070
H -1.63835 -0.89537 1.87923
H -2.22525 -0.19562 0.50207
H 1.00314 -2.83292 0.10795
H 0.49854 -2.15213 1.67895
H -0.69830 -3.15625 0.95175
H 0.03173 -1.74153 -1.78550
H -0.94731 -0.29208 -1.62077
H -1.74061 -1.88871 -1.46965
O 2.64230 6.28924 -0.68682
H 2.79772 5.58058 -0.05728
H 3.26406 6.16983 -1.41764
```

The structure with the least stability is 1.

1 | Molecular formula: C7H14N2O
Method: DFT, the ωB97M-V functional and the def2-TZVPD basis

As for the SMILES: [H]/N=C(\O)[C@](C)(N)[C@@H]1C[C@@H]1C. The HOMO-LUMO gap comes out at 10.5 eV. Its charge is 0.

XYZ file:
```
24
C7H14N2O the ωB97M-V functional and the def2-TZVPD basis
H 2.00172 2.50147 -0.34279
N 1.50565 1.85541 0.38723
C 1.32272 0.79407 -0.26704
O 1.85845 0.92280 -1.60340
C 0.78127 -0.55236 0.21421
C 0.70920 -0.55264 1.74136
N 1.67723 -1.63399 -0.20871
C -0.59816 -0.88154 -0.36898
C -1.29657 -0.15854 -1.49495
C -1.89051 -0.15235 -0.11039
C -2.00961 1.12947 0.67926
H 1.80428 0.06301 -2.03671
H 0.22521 -1.48263 2.06717
H 1.71721 -0.50668 2.17553
H 0.13948 0.30717 2.10991
H 1.67059 -1.79593 -1.21170
H 2.63551 -1.48877 0.09476
H -0.71074 -1.96861 -0.39313
H -1.76649 -0.75683 -2.27649
H -0.88241 0.78981 -1.84207
H -2.74138 -0.82448 0.02887
H -1.17617 1.81599 0.48444
H -2.94252 1.64770 0.41331
H -2.03395 0.92847 1.76031
```

2 | Molecular formula: C7H14N2O
Method: DFT, the ωB97M-V functional and the def2-TZVPD basis

As for the SMILES: C#CC(C)(C)N(N)CCO. The HOMO-LUMO gap comes out at 9.4 eV. Its charge is 0.

XYZ file:
```
24
C7H14N2O the ωB97M-V functional and the def2-TZVPD basis
C -2.32445 -1.45633 -1.09820
C -1.46311 -1.19146 -0.29765
C -0.28175 -1.00644 0.48776
C -1.08191 -0.28988 1.70303
C 0.46355 -2.25285 0.83149
N 0.53200 0.03057 -0.27346
N 1.82377 0.39971 0.16932
C -0.12200 1.30908 -0.62175
C 0.45755 1.87819 -1.89562
O -0.43373 2.81562 -2.43181
H -3.34302 -1.67868 -1.39430
H -0.36362 -0.35219 2.53342
H -1.37727 0.70958 1.60017
H -1.94089 -0.74463 2.07081
H -0.03668 -3.03483 0.25205
H 1.46928 -1.98224 0.49219
H 0.50732 -2.47219 1.85982
H 1.76770 0.74448 1.17668
H 2.43502 -0.35257 0.17866
H -0.03978 2.05072 0.11900
H -1.21568 1.22198 -1.00529
H 0.62947 0.96449 -2.59994
H 1.51973 2.37797 -1.64142
H -0.30334 2.78253 -3.38907
```

3 | Molecular formula: C7H14N2O
Method: DFT, the ωB97M-V functional and the def2-TZVPD basis

As for the SMILES: CC(C)=CCO.C=NN=C. The HOMO-LUMO gap comes out at 10.0 eV. Its charge is 0.

XYZ file:
```
24
C7H14N2O the ωB97M-V functional and the def2-TZVPD basis
C 2.95794 0.33103 -1.06949
C 2.24941 0.09775 0.23962
C 2.88009 0.81170 1.41207
C 1.17413 -0.66565 0.40816
C 0.40582 -1.43950 -0.63329
O -0.97516 -1.12431 -0.59924
H 3.03608 1.40809 -1.26505
H 3.98542 -0.06252 -1.02680
H 2.46162 -0.13596 -1.92971
H 2.33432 0.61554 2.35029
H 3.91533 0.49443 1.53927
H 2.89940 1.89839 1.24201
H 0.73801 -0.75882 1.41503
H 0.82665 -1.28310 -1.64831
H 0.45169 -2.51919 -0.41438
H -1.06027 -0.17686 -0.70609
C -3.39575 1.41132 -0.93683
N -2.85504 1.05684 0.15226
N -2.80343 -0.27905 0.40592
C -3.74523 -0.77408 1.10040
H -3.39766 2.42998 -1.20601
H -3.81113 0.70062 -1.63022
H -4.57506 -0.19754 1.45701
H -3.69720 -1.83910 1.34339
```

The structure with the least stability is 2.

1 | Molecular formula: C4H12O3
Method: DFT, the ωB97M-V functional and the def2-TZVPD basis

As for the multiplicity: 2. The HOMO-LUMO gap (alpha / beta) comes out at 9.6 / 6.1 eV. Its charge is +1.

XYZ file:
```
19
C4H12O3 the ωB97M-V functional and the def2-TZVPD basis
C 0.40326 1.34793 -2.33047
C 0.97825 1.27054 -0.95108
C 1.13182 0.21371 -0.10102
O 1.34779 -1.04156 -0.43518
C 1.13338 0.36312 1.36710
H 1.20011 1.25215 -3.07592
H -0.11300 2.28917 -2.49227
H -0.32192 0.55097 -2.51275
H 1.08897 2.23230 -0.45767
H 1.60062 -1.10194 -1.38516
H 2.17810 0.56293 1.65842
H 0.87448 -0.57046 1.85085
H 0.53329 1.17133 1.77974
H -1.75109 -1.14367 1.43696
H -1.31473 -1.32606 2.89445
O -1.67801 -1.79562 2.15211
H -1.85661 0.61600 -0.64385
H -3.17395 0.06733 -0.39323
O -2.25950 -0.05521 -0.06407
```

2 | Molecular formula: C4H12O3
Method: DFT, the ωB97M-V functional and the def2-TZVPD basis

As for the multiplicity: 2. The HOMO-LUMO gap (alpha / beta) comes out at 8.5 / 6.0 eV. Its charge is +1.

XYZ file:
```
19
C4H12O3 the ωB97M-V functional and the def2-TZVPD basis
C -3.21969 0.16594 1.15681
C -2.17633 0.38398 0.33973
C -1.92763 -0.66292 -0.65620
C -1.16603 -0.50439 -1.77521
H -3.30567 -0.91763 1.48241
H -3.69159 0.99490 1.68395
H -1.48865 1.21821 0.41573
H -2.32020 -1.65160 -0.58529
H -0.63086 -1.33097 -2.25838
H -0.93227 0.51950 -2.28051
H 3.56238 -1.20833 0.01376
H 3.54618 -1.36976 1.52573
O 2.99609 -1.09923 0.77743
H 1.78742 0.85936 -1.22946
H 2.83597 1.03197 -2.33352
O 2.77828 0.60856 -1.50884
H 1.15601 0.27436 1.74538
H 0.27926 0.63194 0.72459
O 0.49313 1.07221 1.56951
```

The structure with the least stability is 2.

1 | Molecular formula: C7H3N
Method: DFT, the ωB97M-V functional and the def2-TZVPD basis

As for the SMILES: C#CC(=C)C#CC#N. The HOMO-LUMO gap comes out at 8.3 eV. Its charge is 0.

XYZ file:
```
11
C7H3N the ωB97M-V functional and the def2-TZVPD basis
C -2.80215 -1.49878 -0.03161
C -1.88704 -0.68512 0.11138
C -1.21134 0.41203 -0.10115
C -1.78653 1.67216 0.11393
C 0.17500 0.22925 -0.27076
C 1.40247 0.14084 -0.26547
C 2.80235 -0.24945 -0.11824
N 3.94569 -0.32841 0.32996
H -3.70025 -2.10932 0.34260
H -1.22260 2.58578 -0.04364
H -2.85357 1.69676 0.76287
```

2 | Molecular formula: C7H3N
Method: DFT, the ωB97M-V functional and the def2-TZVPD basis

As for the SMILES: C#CC(C#C)=CC#N. The HOMO-LUMO gap comes out at 8.4 eV. Its charge is 0.

XYZ file:
```
11
C7H3N the ωB97M-V functional and the def2-TZVPD basis
C -2.45631 -0.93978 0.85499
C -1.34459 -0.64508 0.46615
C -0.10507 -0.21879 0.02174
C 0.99485 -0.36216 0.92713
C 2.01085 -0.11604 1.55756
C -0.02023 0.26427 -1.23532
C 1.12440 0.86132 -1.84772
N 1.87198 1.62767 -2.49395
H -3.68840 -0.89624 0.94283
H 2.56253 -0.08956 2.48430
H -0.95000 0.51439 -1.67772
```

The structure with the least stability is 1.